The following is a quantum chemistry calculation of C30H75CuN5NiO14S as an isolated structure, from OMol25.

Summary:
frontier orbital gap (spin up / spin down): 7.72 / 7.72 eV
energy above the lowest of the compared OMol25 structures with the same formula, charge and spin: 125.3 kcal/mol
LUMO level (spin up / spin down): -2.592 / -2.593 eV
spin multiplicity: 3
net charge: +1
expectation value of S²: 2.00
HOMO (spin up / spin down): -10.32 / -10.32 eV

Cartesian coordinates (Å):
Ni  -2.27331  -0.71517  0.99025
Cu  1.82894  -4.37592  -1.09095
S  -0.25854  -1.61830  -0.35237
O  -1.68932  -1.63585  -0.64728
O  0.23966  -2.97999  -0.31098
O  0.57388  -0.82585  -1.24345
O  -0.38548  -0.97948  0.97432
C  6.17909  -1.89599  -0.25852
O  4.81067  -2.31440  -0.20151
C  3.94942  -1.35836  -0.55815
C  3.61130  -1.46564  -2.05406
N  2.54285  -2.40977  -2.27322
C  2.40975  -2.71346  -3.68436
C  0.94332  -3.32840  -3.83118
O  0.86207  -4.73058  -3.36560
C  -0.24651  -5.46001  -3.82653
H  6.36861  -0.96659  0.27851
H  6.31074  -1.69669  -1.32202
H  7.02558  -2.47883  0.10459
H  4.24569  -0.34566  -0.28473
H  3.03950  -1.49056  0.02723
H  4.53632  -1.64136  -2.60320
H  3.26641  -0.46914  -2.33001
H  1.77473  -1.81280  -2.00170
H  3.15790  -3.38327  -4.10829
H  2.32631  -1.84194  -4.33367
H  0.50256  -3.12833  -4.80780
H  0.24251  -2.84611  -3.14973
H  -0.13516  -6.48956  -3.48633
H  -0.40127  -5.47697  -4.90535
H  -1.12759  -5.10410  -3.29256
C  -5.86611  0.70721  -2.44508
O  -5.78491  -0.09512  -1.27257
C  -4.91658  -1.20192  -1.43611
C  -4.87543  -2.12634  -0.24424
N  -4.33988  -1.17790  0.79081
C  -4.53571  -1.82143  2.14316
C  -3.51360  -2.90858  2.37927
O  -2.21531  -2.38806  2.35124
C  -1.19614  -3.27207  2.94698
H  -4.88998  1.15034  -2.64232
H  -6.57993  1.51152  -2.26716
H  -6.22960  0.12644  -3.29283
H  -3.91809  -0.90553  -1.75744
H  -5.22268  -1.86630  -2.24419
H  -4.11632  -2.87437  -0.47291
H  -5.84416  -2.59370  -0.06751
H  -4.98515  -0.40115  0.81021
H  -5.53845  -2.23123  2.26437
H  -4.43945  -1.05424  2.91144
H  -3.58696  -3.69951  1.63285
H  -3.73410  -3.37223  3.34078
H  -1.23024  -4.23025  2.42849
H  -1.33664  -3.49082  4.00552
H  -0.18872  -2.86577  2.85688
C  3.95089  3.25190  -0.23898
O  3.42310  2.68588  -1.44554
C  2.03005  2.22408  -1.57829
C  1.72784  1.95499  -3.01296
N  0.47036  1.21707  -2.95315
C  -0.00265  0.62346  -4.18028
C  -0.73458  1.69586  -5.02115
O  -0.40175  1.50890  -6.39202
C  -0.97743  2.51688  -7.25614
H  3.40462  4.15528  0.03234
H  5.02854  3.40966  -0.28226
H  3.82716  2.44397  0.48216
H  1.29674  2.95181  -1.23079
H  2.17154  1.29454  -1.02690
H  2.44826  1.33950  -3.55173
H  1.54885  2.94286  -3.43741
H  0.60202  0.39953  -2.37488
H  -0.70972  -0.19258  -4.03118
H  0.90102  0.25636  -4.66681
H  -0.45247  2.69770  -4.69735
H  -1.80530  1.59294  -4.84491
H  -0.75571  3.54814  -6.98148
H  -2.04989  2.37797  -7.39266
H  -0.75597  2.23370  -8.28515
C  4.80442  3.67366  5.48237
O  4.14919  2.70619  4.70924
C  2.94052  3.14646  4.08519
C  2.38138  1.93374  3.27973
N  2.09970  0.87387  4.20702
C  1.69882  -0.46097  3.73477
C  1.71891  -1.40782  4.94489
O  3.04944  -1.71793  5.38343
C  3.03333  -2.53401  6.58494
H  5.65229  3.12859  5.89724
H  4.17129  4.04951  6.28610
H  5.13724  4.50336  4.85872
H  3.07374  4.00989  3.43339
H  2.17900  3.44154  4.80707
H  3.20566  1.63501  2.63211
H  1.50104  2.23065  2.70969
H  2.87427  0.73090  4.83924
H  2.35742  -0.89883  2.98468
H  0.74231  -0.29839  3.23803
H  1.25262  -2.33587  4.61414
H  1.20152  -0.95844  5.79252
H  2.52965  -2.06595  7.43071
H  4.05443  -2.76107  6.89136
H  2.64371  -3.52943  6.37179
C  -2.09416  -0.01445  4.23555
O  -2.17564  0.32263  2.83810
C  -1.84162  1.69763  2.64081
C  -1.58379  2.05994  1.19095
N  -2.59788  1.34002  0.37530
C  -2.29744  1.51335  -1.04168
C  -2.34064  3.00031  -1.60072
O  -3.56996  3.55649  -1.30522
C  -3.93237  4.78723  -2.02037
H  -2.54061  -0.98103  4.46901
H  -2.49415  0.69109  4.96377
H  -1.06607  -0.16916  4.56294
H  -0.94558  2.05862  3.14568
H  -2.71371  2.24097  3.00462
H  -0.61274  1.67833  0.87545
H  -1.59414  3.13684  1.02277
H  -3.34742  2.00246  0.51476
H  -3.09937  0.99701  -1.56931
H  -1.31695  1.14131  -1.33888
H  -2.11845  2.88930  -2.66204
H  -1.55268  3.60133  -1.14684
H  -3.51277  5.67246  -1.54246
H  -4.99584  4.91120  -2.22474
H  -3.43966  4.70130  -2.98885

Cartesian forces, eV/Å:
Ni -1.572 0.463 0.251
Cu -0.345 1.501 -0.714
S 0.730 -0.273 0.288
O -2.402 -0.507 -2.751
O 0.734 -1.394 0.354
O -0.312 0.006 0.183
O 2.821 0.924 1.873
C -0.102 1.260 -1.177
O 2.913 -2.634 2.399
C -1.992 1.431 -0.978
C 0.903 1.329 1.297
N 1.168 -1.009 -0.293
C -3.336 -1.093 -0.471
C 0.312 -0.550 0.916
O 1.597 1.013 -0.820
C -0.628 -0.388 0.886
H -0.611 0.402 0.067
H 0.823 0.181 -0.076
H -0.980 -1.282 0.014
H 0.536 0.245 -0.194
H -0.382 -0.207 -0.063
H -0.150 -0.395 -0.161
H -0.049 0.236 -0.476
H -0.893 -0.484 0.075
H 0.081 -0.030 0.365
H 0.432 0.476 0.076
H 0.337 -0.780 -0.412
H 0.248 0.694 0.151
H 0.292 -0.036 -0.123
H 0.217 0.348 -0.045
H -0.434 0.221 -0.345
C -0.078 0.003 0.348
O 0.082 -0.421 0.293
C -0.427 -1.084 -1.719
C 1.486 2.325 -0.583
N -1.052 -2.194 2.392
C 0.361 0.475 -0.152
C -0.619 -0.778 0.251
O 1.303 -0.293 0.987
C -0.341 -0.084 -0.722
H 0.033 0.026 -0.309
H 0.069 -0.095 0.192
H 0.157 -0.113 -0.120
H 0.258 0.265 0.460
H -0.592 0.227 -0.613
H -0.084 -0.071 0.159
H -0.020 0.253 0.543
H 0.048 0.471 -0.374
H -0.082 -0.170 -0.203
H 0.159 0.086 0.006
H -0.150 -0.154 -0.187
H 0.058 -0.032 0.234
H 0.024 0.009 -0.176
H -0.654 0.418 0.119
H -0.410 0.444 -0.469
C -1.440 -1.548 -0.273
O 0.358 1.186 -1.592
C 3.271 -0.016 1.328
C -1.227 -0.200 -0.174
N -1.063 -0.312 0.645
C 0.187 1.509 -0.893
C 0.689 -0.658 -0.527
O -0.612 1.060 -0.337
C -0.515 -1.610 -0.334
H 0.133 0.082 0.231
H -0.180 0.209 -0.690
H -0.138 0.332 0.861
H 0.037 -0.176 0.586
H -1.484 -0.198 0.391
H 0.645 0.457 -0.046
H 0.336 -0.172 -0.749
H 0.118 0.528 0.530
H 0.255 -0.146 0.474
H -0.186 -0.282 -0.993
H 0.209 0.157 0.085
H -0.343 0.035 -0.166
H 0.287 -0.125 -0.036
H -0.586 0.210 1.065
H 1.212 0.415 0.079
C 0.161 -0.313 -0.004
O -1.171 -0.039 -0.784
C -0.383 -1.017 -0.289
C 1.339 0.469 0.827
N -0.531 -0.832 0.831
C 0.764 1.115 0.617
C 0.087 -0.151 -0.389
O -0.259 -0.086 0.599
C 0.559 0.010 -0.933
H 0.105 0.410 0.136
H -0.077 0.070 0.133
H 0.144 0.172 0.021
H 0.440 0.062 -0.226
H 0.043 -0.021 0.489
H -0.042 0.064 -0.718
H -0.042 -0.049 -0.109
H 0.280 0.367 -0.013
H 0.361 0.020 -0.308
H -0.359 -0.756 0.203
H -0.342 -0.259 0.278
H -0.423 -0.007 -0.014
H -0.257 0.124 -0.166
H 0.179 0.561 -0.220
H -0.626 0.040 -0.062
C 0.708 -1.004 0.643
O 0.422 0.423 1.000
C -0.302 1.254 -0.174
C 0.291 -1.663 -0.120
N 1.305 1.453 0.029
C -0.460 1.428 -1.535
C 0.788 -1.459 0.853
O -2.164 1.086 -0.081
C 1.500 -1.026 -0.366
H -0.435 0.091 -0.666
H -0.439 0.553 -0.683
H 0.385 0.295 -0.415
H -0.015 -0.554 0.742
H 0.053 0.408 0.154
H 0.196 0.025 0.083
H -0.127 0.044 0.251
H -1.395 -0.688 0.052
H 0.296 -0.191 -0.182
H -0.075 -0.323 0.251
H -0.142 0.220 -0.254
H 0.405 0.087 -0.066
H -0.138 -0.058 0.307
H 0.001 -0.469 0.616
H -0.061 0.195 -0.257

Here are the Löwdin charges for atoms 1 to 5, given in e:
1 Ni 0.647
2 Cu 0.599
3 S 0.312
4 O -0.326
5 O -0.313